No. 1
{"formula": "C12H23Cl2O16S4", "method": "ωB97M-V/def2-TZVPD", "homo_lumo_gap_ev": 4.98, "total_charge": -1, "homo_energy_ev": -2.91, "total_energy_ev": -113959.5654, "symbols": ["C", "C", "Cl", "C", "C", "Cl", "H", "H", "H", "H", "H", "H", "H", "C", "C", "O", "S", "O", "O", "O", "H", "H", "H", "H", "C", "C", "O", "S", "O", "O", "O", "H", "H", "H", "H", "C", "C", "O", "S", "O", "O", "O", "H", "H", "H", "H", "C", "C", "O", "S", "O", "O", "O", "H", "H", "H", "H"], "xyz": [[-2.97, -1.20, -0.67], [-1.73, -1.31, 0.21], [-0.26, -0.69, -0.69], [-1.85, -0.66, 1.59], [-2.51, 0.70, 1.70], [-1.11, 1.95, 1.38], [-3.61, -2.06, -0.50], [-2.68, -1.19, -1.71], [-3.52, -0.29, -0.42], [-1.48, -2.36, 0.34], [-2.49, -1.34, 2.16], [-0.86, -0.70, 2.04], [-2.65, 0.85, 2.78], [2.74, -3.50, 2.76], [2.09, -2.44, 1.89], [0.70, -2.72, 2.03], [0.37, -3.21, 3.50], [-0.04, -2.14, 4.32], [-0.41, -4.39, 3.41], [1.88, -3.58, 3.90], [2.77, -4.47, 2.26], [3.73, -3.23, 3.11], [2.35, -2.52, 0.84], [2.30, -1.43, 2.25], [0.89, 2.89, 4.44], [0.67, 1.41, 4.20], [1.96, 0.83, 4.53], [2.62, 1.63, 5.72], [2.39, 1.00, 6.97], [3.96, 1.94, 5.35], [1.71, 2.92, 5.64], [1.43, 3.36, 3.63], [-0.03, 3.43, 4.64], [0.42, 1.22, 3.16], [-0.10, 0.99, 4.85], [-1.50, 0.24, -5.06], [-2.66, 0.15, -6.03], [-2.91, -1.27, -6.15], [-2.55, -1.99, -4.77], [-3.73, -2.18, -4.00], [-1.71, -3.09, -5.08], [-1.74, -0.81, -4.12], [-0.53, 0.06, -5.53], [-1.48, 1.19, -4.52], [-2.44, 0.56, -7.01], [-3.55, 0.62, -5.61], [1.84, 1.47, -2.48], [2.53, 2.81, -2.46], [2.19, 3.40, -3.74], [0.71, 2.97, -4.12], [-0.22, 3.97, -3.73], [0.72, 2.51, -5.46], [0.58, 1.76, -3.12], [2.38, 0.73, -3.08], [1.62, 1.07, -1.49], [3.62, 2.74, -2.40], [2.16, 3.46, -1.66]]}

=====

No. 2
{"formula": "C12H23ClN2O6P2Rh", "method": "ωB97M-V/def2-TZVPD", "homo_lumo_gap_ev": [7.38, 7.36], "total_charge": 1, "homo_energy_ev": [-11.30, -11.31], "total_energy_ev": -62188.3317, "symbols": ["Rh", "N", "C", "C", "P", "O", "O", "O", "P", "O", "O", "O", "H", "H", "H", "H", "H", "H", "H", "H", "Cl", "C", "H", "H", "C", "N", "C", "C", "C", "C", "C", "C", "C", "C", "H", "H", "H", "H", "H", "H", "H", "H", "H", "H", "H", "H", "H"], "xyz": [[-0.49, 1.68, -0.27], [-3.42, -0.35, 2.97], [-2.03, -0.67, 2.44], [-1.40, -1.78, 3.27], [-1.13, 0.93, 2.67], [0.38, 0.53, 2.23], [-1.23, 1.27, 4.10], [-1.67, 1.86, 1.61], [-2.30, -1.10, 0.64], [-2.10, -2.70, 0.57], [-3.72, -0.73, 0.39], [-1.17, -0.54, -0.19], [-3.77, -1.10, 3.56], [-4.03, -0.25, 2.11], [-3.42, 0.51, 3.53], [-1.21, -1.44, 4.29], [-0.46, -2.09, 2.82], [-2.05, -2.67, 3.30], [0.99, 0.66, 2.98], [-2.95, -3.15, 0.47], [-2.06, 2.19, -2.04], [-1.49, 3.26, -0.78], [-2.25, 3.49, -0.05], [-0.93, 4.08, -1.21], [0.53, -1.02, -2.95], [1.51, -1.64, -2.00], [1.10, -3.03, -1.64], [1.70, -0.81, -0.74], [2.15, 0.59, -1.06], [3.47, 0.77, -1.48], [3.95, 2.02, -1.82], [3.11, 3.12, -1.71], [1.80, 2.95, -1.29], [1.30, 1.69, -0.95], [0.46, -1.67, -3.82], [0.89, -0.04, -3.22], [-0.42, -0.95, -2.42], [2.41, -1.67, -2.47], [0.16, -2.96, -1.10], [1.87, -3.47, -1.01], [0.97, -3.60, -2.55], [2.44, -1.34, -0.14], [0.74, -0.84, -0.23], [4.14, -0.08, -1.52], [4.98, 2.14, -2.14], [3.47, 4.11, -1.96], [1.16, 3.83, -1.20]]}

=====

No. 3
{"formula": "C12H23CsLiN4O6PS", "method": "ωB97M-V/def2-TZVPD", "homo_lumo_gap_ev": 4.29, "homo_energy_ev": -7.07, "total_energy_ev": -51930.8589, "symbols": ["C", "C", "O", "C", "C", "N", "N", "C", "C", "O", "O", "N", "C", "N", "P", "S", "H", "H", "H", "H", "H", "H", "H", "H", "H", "H", "H", "H", "H", "Cs", "C", "C", "C", "O", "H", "H", "H", "H", "H", "H", "H", "C", "C", "O", "O", "H", "H", "H", "Li"], "xyz": [[0.50, 1.67, 2.31], [1.52, 0.40, 2.12], [2.49, 0.77, 1.19], [2.10, 0.40, -0.13], [2.56, 1.52, -1.05], [1.98, 1.45, -2.39], [1.69, 2.58, -3.08], [1.22, 2.21, -4.26], [0.81, 3.25, -5.30], [1.66, 4.13, -5.52], [-0.29, 3.17, -5.82], [1.19, 0.88, -4.37], [1.69, 0.44, -3.20], [1.86, -0.87, -2.93], [1.37, -2.02, -4.14], [2.76, -2.41, -5.41], [-0.53, 1.30, 2.05], [0.83, 2.43, 1.61], [0.59, 2.04, 3.38], [1.00, -0.57, 1.90], [2.07, 0.24, 3.11], [2.64, -0.54, -0.32], [1.02, 0.22, -0.19], [2.21, 2.46, -0.61], [3.65, 1.60, -1.14], [1.83, 3.51, -2.73], [2.25, -1.24, -2.08], [0.24, -1.50, -4.81], [0.97, -3.16, -3.40], [0.64, 0.57, 4.61], [-5.88, 0.41, 1.04], [-5.06, 0.10, 2.31], [-5.66, 0.88, 3.49], [-3.81, 0.50, 2.09], [-5.87, 1.48, 0.79], [-5.50, -0.14, 0.17], [-6.95, 0.12, 1.19], [-5.24, -0.99, 2.53], [-5.64, 1.96, 3.31], [-5.12, 0.67, 4.41], [-6.72, 0.60, 3.66], [3.70, -4.86, 2.22], [3.42, -3.35, 2.18], [2.71, -2.93, 1.22], [3.93, -2.68, 3.11], [3.23, -5.37, 1.38], [4.77, -5.04, 2.18], [3.31, -5.28, 3.15], [-8.15, -0.99, 0.18]]}

=====

What did the second record say?
{"formula": "C12H23ClN2O6P2Rh", "method": "ωB97M-V/def2-TZVPD", "homo_lumo_gap_ev": [7.38, 7.36], "total_charge": 1, "homo_energy_ev": [-11.30, -11.31], "total_energy_ev": -62188.3317, "symbols": ["Rh", "N", "C", "C", "P", "O", "O", "O", "P", "O", "O", "O", "H", "H", "H", "H", "H", "H", "H", "H", "Cl", "C", "H", "H", "C", "N", "C", "C", "C", "C", "C", "C", "C", "C", "H", "H", "H", "H", "H", "H", "H", "H", "H", "H", "H", "H", "H"], "xyz": [[-0.49, 1.68, -0.27], [-3.42, -0.35, 2.97], [-2.03, -0.67, 2.44], [-1.40, -1.78, 3.27], [-1.13, 0.93, 2.67], [0.38, 0.53, 2.23], [-1.23, 1.27, 4.10], [-1.67, 1.86, 1.61], [-2.30, -1.10, 0.64], [-2.10, -2.70, 0.57], [-3.72, -0.73, 0.39], [-1.17, -0.54, -0.19], [-3.77, -1.10, 3.56], [-4.03, -0.25, 2.11], [-3.42, 0.51, 3.53], [-1.21, -1.44, 4.29], [-0.46, -2.09, 2.82], [-2.05, -2.67, 3.30], [0.99, 0.66, 2.98], [-2.95, -3.15, 0.47], [-2.06, 2.19, -2.04], [-1.49, 3.26, -0.78], [-2.25, 3.49, -0.05], [-0.93, 4.08, -1.21], [0.53, -1.02, -2.95], [1.51, -1.64, -2.00], [1.10, -3.03, -1.64], [1.70, -0.81, -0.74], [2.15, 0.59, -1.06], [3.47, 0.77, -1.48], [3.95, 2.02, -1.82], [3.11, 3.12, -1.71], [1.80, 2.95, -1.29], [1.30, 1.69, -0.95], [0.46, -1.67, -3.82], [0.89, -0.04, -3.22], [-0.42, -0.95, -2.42], [2.41, -1.67, -2.47], [0.16, -2.96, -1.10], [1.87, -3.47, -1.01], [0.97, -3.60, -2.55], [2.44, -1.34, -0.14], [0.74, -0.84, -0.23], [4.14, -0.08, -1.52], [4.98, 2.14, -2.14], [3.47, 4.11, -1.96], [1.16, 3.83, -1.20]]}